(1)
Computed, not measured: a cluster of 6 separate species, C16H49N4O7 in total in a non-equilibrium geometry, with wB97M-V/def2-TZVPD.

The geometry in XYZ format:
```
76
Properties=species:S:1:pos:R:3:lowdin_charge:R:1
N 13.291 15.859 18.659 0.254
H 12.568 15.577 17.971 0.061
H 13.867 15.059 18.950 0.076
H 12.848 16.279 19.502 0.067
H 13.876 16.561 18.115 0.079
C 14.829 11.291 19.706 -0.237
C 15.548 12.407 18.993 -0.223
O 15.008 13.693 19.261 -0.104
O 15.107 11.316 21.120 -0.070
H 15.285 10.344 19.389 0.123
H 13.759 11.253 19.485 0.118
H 15.520 12.205 17.917 0.124
H 16.603 12.369 19.275 0.128
H 15.747 14.212 19.631 0.046
H 14.540 10.602 21.432 0.083
C 17.697 15.481 20.729 -0.216
C 18.906 16.406 20.650 -0.216
O 19.440 16.436 19.320 -0.073
O 16.708 15.750 19.732 -0.089
H 17.257 15.685 21.709 0.126
H 17.941 14.416 20.758 0.124
H 19.654 15.950 21.301 0.128
H 18.672 17.444 20.890 0.123
H 20.381 16.619 19.361 0.091
H 17.240 16.011 18.965 0.096
C 9.846 16.360 15.302 -0.044
C 10.681 15.716 16.398 -0.438
C 9.959 14.610 17.170 -0.165
O 10.828 14.045 18.171 -0.229
C 10.126 13.188 19.050 -0.109
N 12.033 15.250 16.026 0.044
H 9.594 15.891 14.351 0.086
H 10.562 17.120 14.954 0.073
H 8.999 16.916 15.703 0.086
H 10.878 16.534 17.098 0.105
H 9.576 13.796 16.548 0.138
H 9.186 15.049 17.808 0.111
H 9.345 13.682 19.639 0.077
H 10.910 12.876 19.741 0.091
H 9.643 12.327 18.583 0.095
H 12.384 15.931 15.363 0.070
H 11.915 14.347 15.578 0.096
C 12.300 19.559 17.560 -0.038
C 13.753 19.214 17.621 -0.408
C 14.319 19.098 19.032 -0.201
O 14.548 20.383 19.602 -0.153
C 15.747 20.951 19.147 -0.126
N 14.064 17.917 16.944 0.026
H 12.147 20.419 18.216 0.096
H 11.678 18.694 17.785 0.064
H 12.011 19.966 16.588 0.086
H 14.390 19.956 17.127 0.130
H 15.195 18.446 19.100 0.120
H 13.516 18.721 19.669 0.099
H 15.861 21.196 18.080 0.082
H 16.613 20.285 19.263 0.086
H 15.988 21.899 19.622 0.094
H 13.599 17.813 16.052 0.080
H 15.057 18.041 16.765 0.097
C 11.304 18.630 21.845 -0.036
C 11.276 17.120 21.692 -0.430
C 10.208 16.713 20.693 -0.207
O 8.921 17.017 21.212 -0.163
C 7.868 16.686 20.352 -0.113
N 12.612 16.647 21.350 0.036
H 10.392 19.069 22.239 0.090
H 11.521 18.980 20.832 0.070
H 12.107 18.898 22.534 0.085
H 10.875 16.694 22.622 0.147
H 10.205 15.634 20.507 0.111
H 10.332 17.233 19.732 0.119
H 6.977 17.317 20.404 0.091
H 7.432 15.735 20.689 0.091
H 8.117 16.595 19.292 0.072
H 12.658 15.636 21.467 0.097
H 13.283 17.003 22.022 0.097
```

Computed properties:
Net charge: +1
E_HOMO (eV): -12.092
2S+1: 1

=====

(2)
Computed, not measured: a structure of composition C16H49O21P5 in a non-equilibrium geometry, with wB97M-V/def2-TZVPD.

The geometry in XYZ format:
```
91
Properties=species:S:1:pos:R:3:lowdin_charge:R:1
C -27.246 -5.548 -12.090 -0.132
O -26.448 -6.767 -12.044 -0.238
P -26.325 -7.675 -10.636 0.560
O -27.518 -8.493 -10.336 -0.239
O -24.968 -8.571 -10.906 -0.197
C -25.089 -9.552 -11.876 -0.157
O -25.827 -6.711 -9.388 -0.219
C -24.944 -7.201 -8.416 -0.141
H -26.603 -4.685 -11.919 0.024
H -28.224 -5.502 -11.610 0.121
H -27.608 -5.533 -13.118 -0.053
H -24.222 -9.493 -12.533 0.025
H -25.994 -9.605 -12.482 0.094
H -24.900 -10.537 -11.450 0.101
H -24.826 -6.534 -7.561 0.088
H -23.917 -7.188 -8.783 0.079
H -25.132 -8.199 -8.020 0.094
C -28.024 -3.781 -18.527 -0.113
O -27.000 -4.623 -18.958 -0.215
P -25.568 -4.637 -18.185 0.428
O -24.933 -3.300 -18.218 -0.212
O -24.729 -5.787 -18.943 -0.209
C -24.520 -5.742 -20.320 -0.105
O -25.831 -5.335 -16.808 -0.265
C -26.491 -6.672 -16.794 -0.047
H -28.618 -3.469 -19.386 0.094
H -27.549 -2.921 -18.055 0.090
H -28.687 -4.282 -17.822 0.086
H -23.430 -5.733 -20.305 0.096
H -24.790 -4.749 -20.680 0.088
H -24.986 -6.581 -20.837 0.100
H -27.369 -6.649 -16.149 0.069
H -25.926 -7.471 -16.313 0.022
H -26.747 -7.086 -17.770 0.093
C -22.344 -9.202 -20.633 -0.099
O -23.437 -8.820 -19.756 -0.237
P -24.433 -10.017 -19.247 0.495
O -24.733 -10.961 -20.352 -0.245
O -25.718 -9.172 -18.651 -0.248
C -26.711 -9.900 -17.882 -0.070
O -23.887 -10.640 -17.852 -0.183
C -23.548 -9.940 -16.646 -0.197
H -22.296 -8.401 -21.370 0.083
H -22.356 -10.214 -21.037 0.086
H -21.321 -9.093 -20.273 0.076
H -26.727 -9.412 -16.908 0.064
H -26.443 -10.947 -17.738 0.097
H -27.728 -9.795 -18.260 0.095
H -23.456 -8.854 -16.654 0.111
H -22.576 -10.307 -16.316 0.029
H -24.245 -10.218 -15.855 0.127
C -23.668 -6.202 -12.231 -0.186
O -23.733 -5.189 -13.209 -0.269
P -25.129 -4.369 -13.407 0.725
O -25.599 -3.535 -12.221 -0.236
O -24.823 -3.425 -14.798 -0.168
C -24.264 -3.889 -15.994 -0.186
O -26.123 -5.603 -13.909 -0.313
C -27.436 -5.307 -14.459 -0.115
H -22.645 -6.270 -11.860 0.139
H -23.939 -7.189 -12.605 0.053
H -24.277 -6.235 -11.327 0.088
H -23.810 -4.880 -15.971 0.075
H -23.468 -3.197 -16.273 0.121
H -25.079 -3.812 -16.714 -0.006
H -27.939 -6.227 -14.755 0.122
H -27.364 -4.625 -15.307 0.116
H -28.186 -4.898 -13.782 0.118
C -21.673 -9.068 -15.989 -0.143
O -22.231 -7.874 -15.426 -0.130
P -22.547 -7.863 -13.864 0.694
O -23.801 -8.580 -13.423 -0.222
O -21.224 -8.447 -13.168 -0.157
C -19.896 -8.108 -13.581 -0.088
O -22.467 -6.280 -13.500 -0.334
C -22.060 -5.303 -14.464 -0.030
H -20.610 -9.291 -16.072 0.120
H -22.080 -9.284 -16.977 0.083
H -22.008 -9.971 -15.478 0.101
H -19.288 -7.697 -12.776 0.095
H -19.718 -7.407 -14.397 0.092
H -19.428 -9.061 -13.827 0.093
H -22.491 -5.472 -15.451 0.078
H -20.974 -5.231 -14.512 0.107
H -22.494 -4.364 -14.120 0.113
C -25.516 -8.092 -14.653 -0.084
O -24.400 -8.845 -15.139 -0.262
H -26.299 -8.179 -15.407 0.056
H -25.965 -8.577 -13.787 0.080
H -25.294 -7.067 -14.358 0.094
H -23.718 -8.735 -14.472 -0.225
```

Computed properties:
E_HOMO (eV): -8.374
2S+1: 1

=====

(3)
Computed, not measured: a cluster of 8 separate species, C16H50N2O9 in total in a non-equilibrium geometry, with wB97M-V/def2-TZVPD.

The geometry in XYZ format:
```
77
Properties=species:S:1:pos:R:3:lowdin_charge:R:1
C -3.218 -0.533 2.154 -0.124
O -4.153 -0.853 3.233 -0.126
H -3.528 0.320 1.550 0.069
H -2.175 -0.529 2.473 0.044
H -3.214 -1.393 1.485 0.073
H -5.035 -0.505 3.080 0.064
C -2.008 -3.823 -1.531 -0.179
O -1.346 -3.781 -2.757 -0.118
H -3.078 -3.922 -1.716 0.092
H -1.612 -4.641 -0.928 0.075
H -1.661 -3.035 -0.863 0.058
H -0.408 -3.708 -2.567 0.076
C -0.343 2.892 2.624 -0.123
O -1.095 3.916 1.877 -0.130
H -1.030 2.081 2.867 0.052
H 0.460 2.459 2.028 0.068
H 0.078 3.270 3.556 0.076
H -1.956 4.010 2.292 0.061
C 3.357 -1.602 -2.428 -0.141
O 3.681 -2.989 -2.653 -0.118
H 2.660 -1.270 -3.197 0.059
H 2.829 -1.501 -1.480 0.070
H 4.215 -0.930 -2.401 0.076
H 4.536 -3.011 -3.089 0.067
C 3.382 1.995 -0.702 -0.181
O 2.115 1.642 -1.079 -0.115
H 4.076 1.171 -0.870 0.074
H 3.739 2.936 -1.122 0.084
H 3.497 2.160 0.369 0.081
H 1.987 1.740 -2.026 0.044
C 0.021 -0.552 0.851 -0.129
O 1.435 -0.386 0.901 -0.153
H -0.282 -0.704 -0.185 0.074
H -0.285 -1.439 1.405 0.080
H -0.480 0.314 1.285 0.057
H 1.635 0.381 0.360 0.041
C -5.388 0.382 -1.285 -0.090
O -4.191 -0.224 -1.756 -0.188
C -3.201 0.672 -2.055 -0.262
C -2.130 -0.115 -2.790 -0.196
N -1.144 0.879 -3.218 -0.060
C 0.014 0.206 -3.886 -0.177
C 0.826 1.243 -4.657 -0.210
O 1.759 1.927 -3.816 -0.211
C 2.327 3.002 -4.577 -0.083
H -5.237 0.466 -0.209 0.068
H -6.196 -0.326 -1.468 0.091
H -5.646 1.383 -1.631 0.088
H -2.749 1.105 -1.163 0.121
H -3.660 1.486 -2.615 0.122
H -2.577 -0.593 -3.661 0.122
H -1.627 -0.926 -2.263 0.098
H -1.527 1.563 -3.855 0.099
H -0.319 -0.499 -4.647 0.118
H 0.573 -0.319 -3.111 0.102
H 0.089 1.899 -5.121 0.117
H 1.354 0.847 -5.525 0.122
H 2.927 2.587 -5.387 0.089
H 3.031 3.567 -3.966 0.088
H 1.609 3.718 -4.977 0.092
C 3.295 -0.486 4.257 -0.065
C 2.197 -1.539 4.117 -0.400
C 0.719 -1.067 4.256 -0.166
O 0.581 -0.475 5.582 -0.206
C -0.718 0.043 5.920 -0.088
N 2.293 -2.157 2.776 0.035
H 3.406 -0.084 5.264 0.070
H 3.198 0.340 3.553 0.072
H 4.275 -0.899 4.020 0.068
H 2.297 -2.296 4.895 0.128
H 0.025 -1.903 4.169 0.125
H 0.598 -0.351 3.444 0.096
H -0.710 0.373 6.958 0.084
H -1.488 -0.720 5.801 0.082
H -0.908 0.880 5.249 0.068
H 3.261 -2.263 2.507 0.061
H 1.968 -1.504 2.078 -0.002
```

Computed properties:
E_HOMO (eV): -8.528
2S+1: 1

=====

Q: Which electronic energy values were calculated for the entries above? A: -37671.75748 -106805.07460 -38804.79196, in eV.